1.
Density functional theory data (ωB97M-V/def2-TZVPD) for a molecular structure, CH2O4S2 at a distorted geometry.

Structure (XYZ):
```
9
Properties=species:S:1:pos:R:3:forces:R:3:mulliken_charge:R:1
O -1.21602 -0.84097 0.66629 0.2 -2.2 4.8 -0.305
O 0.90197 -0.59918 -0.40012 0.5 0.3 0.9 -0.264
S -1.06278 0.53479 -1.64514 0.0 1.3 -1.6 -0.331
H -1.43806 -0.47572 -0.15010 -1.5 1.3 -3.6 0.313
O 0.29432 1.14859 1.05909 -0.8 -2.5 0.6 -0.519
S 0.16424 -0.32615 1.03712 1.8 3.1 1.0 1.207
H 1.22350 1.12718 -1.56680 0.2 0.0 0.5 0.304
O 0.67246 -1.06359 2.12596 0.1 -0.4 -0.6 -0.534
C 0.46037 0.49505 -1.12631 -0.4 -0.9 -2.1 0.128
```
Forces are in eV/Å.

Total charge: 0
HOMO level in eV: -10.561
Calculated total energy in hartree: -1136.55756
Max |F| in Eh/bohr: 0.1029
Gap between HOMO and LUMO in hartree: 0.34184

***

2.
Density functional theory data (ωB97M-V/def2-TZVPD) for CH2OP in the gas phase at a distorted geometry.

Structure (XYZ):
```
5
Properties=species:S:1:pos:R:3:forces:R:3:mulliken_charge:R:1
H -0.35637 0.29998 -1.53410 -1.6 0.5 0.0 0.058
O 0.05344 -1.10117 1.08324 1.8 0.1 -1.3 -0.413
P -1.24062 0.50284 -0.33474 1.9 -0.2 -2.3 0.005
C 0.34068 -0.18796 0.29898 -2.7 0.4 4.5 0.038
H 1.20288 0.48631 0.48661 0.6 -0.8 -0.9 0.311
```
Forces are in eV/Å.

Total charge: 0
HOMO level (spin up / spin down) in eV: -9.083 / -9.459
Calculated total energy in hartree: -455.77808
Spin multiplicity: 2
Max |F| in Eh/bohr: 0.1022
Gap between HOMO and LUMO (spin up / spin down) in hartree: 0.34151 / 0.28661

***

3.
Density functional theory data (ωB97M-V/def2-TZVPD) for a molecular structure, CH2P2S3 at a distorted geometry.

Structure (XYZ):
```
8
Properties=species:S:1:pos:R:3:forces:R:3:mulliken_charge:R:1
P 0.72206 1.22513 -0.53066 -0.7 -0.8 -0.1 0.262
S 0.09665 1.02971 -2.38554 0.2 0.2 0.9 -0.245
S -2.14787 -1.11444 0.09480 -0.7 -0.3 -0.2 -0.208
C 0.77334 -0.49071 0.22321 -0.6 -1.2 0.6 -0.614
P -0.80714 -0.36927 1.23255 0.2 1.9 -0.2 0.253
S -0.65215 1.99432 0.91612 0.7 -1.7 -0.2 -0.195
H 1.53287 -0.93684 0.88032 0.4 1.0 -0.2 0.414
H 0.48224 -1.33790 -0.43080 0.5 0.9 -0.4 0.332
```
Forces are in eV/Å.

Total charge: 0
HOMO level (spin up / spin down) in eV: -9.189 / -8.776
Calculated total energy in hartree: -1916.55316
Max |F| in Eh/bohr: 0.0367
Gap between HOMO and LUMO (spin up / spin down) in hartree: 0.24684 / 0.21441

***

4.
Density functional theory data (ωB97M-V/def2-TZVPD) for 2 unconnected molecules or ions with the total composition CH2S2 at a distorted geometry.

Structure (XYZ):
```
5
Properties=species:S:1:pos:R:3:forces:R:3:mulliken_charge:R:1
S 3.81057 -0.07128 -0.03520 -0.3 -0.9 -0.8 -0.118
C 4.28558 1.02112 0.92849 0.4 1.0 0.9 0.115
H -0.07740 -1.69624 -1.63588 1.1 1.0 1.4 0.162
H -0.81707 -0.48330 -0.32861 1.2 -0.2 0.0 0.162
S 0.48664 -0.89908 -0.58037 -2.4 -0.9 -1.4 -0.322
```
Forces are in eV/Å.

Total charge: 0
HOMO level (spin up / spin down) in eV: -7.250 / -9.865
Calculated total energy in hartree: -835.44925
Spin multiplicity: 3
Max |F| in Eh/bohr: 0.0565
Gap between HOMO and LUMO (spin up / spin down) in hartree: 0.24704 / 0.24619

***

5.
Density functional theory data (ωB97M-V/def2-TZVPD) for 14 unconnected molecules or ions with the total composition CH30O13S2 at a distorted geometry.

Structure (XYZ):
```
46
Properties=species:S:1:pos:R:3:forces:R:3:mulliken_charge:R:1
O -1.90813 0.32006 2.28232 -0.4 -0.6 -0.6 -0.700
H -1.64882 -1.91400 0.06825 -0.1 0.4 -0.6 0.258
O 1.35849 1.24102 0.81445 -0.1 0.1 1.2 -0.628
H -1.76500 2.01818 1.44485 1.0 1.0 0.1 0.374
H 0.91943 -2.60282 2.58449 -0.1 0.3 -0.6 0.285
H 1.53060 1.36377 -0.12260 -0.4 -0.8 -0.1 0.178
S 2.41699 4.00923 -1.98897 -0.2 0.7 0.1 -0.189
H -1.33713 0.38884 3.05460 0.3 0.2 0.0 0.416
O -2.68360 -3.25906 -0.21434 0.1 -1.9 -0.4 -0.678
O -1.29996 2.89994 1.48022 -0.3 -0.3 -0.2 -0.610
H 3.40397 -1.74594 0.11921 0.2 -0.7 1.0 0.440
O -0.94836 -1.22174 0.09549 0.5 -1.2 1.4 -0.724
H 1.82636 -2.06330 1.42442 -0.5 -0.6 0.3 0.342
O 3.47147 -2.26569 0.99183 1.1 1.1 -0.6 -0.727
H 4.33843 -1.95832 1.35599 -1.2 -0.4 -0.3 0.307
O -0.33416 -4.63089 0.85306 -0.6 -0.6 -0.2 -0.653
H -0.92717 0.02845 -0.92131 -0.2 0.2 -0.8 0.448
H -1.49380 4.22678 -2.10471 0.5 0.8 -0.5 0.410
H -0.48342 2.86208 0.95433 -0.5 -0.4 0.3 0.291
H -0.27149 -3.67406 0.93734 0.6 -0.3 0.1 0.386
H -2.75579 -3.70679 0.63936 -0.2 0.3 0.3 0.312
O 0.66108 -1.08241 -3.09506 1.4 -1.0 -0.3 -0.647
H -2.46331 -4.06950 -0.75040 -0.1 1.4 0.3 0.328
H 3.95040 -0.35466 -1.61105 -0.1 -0.1 -0.3 0.286
O 3.20713 -0.74557 -1.14581 -0.8 -0.1 -0.5 -0.693
C -0.59427 3.60617 -2.06914 -0.5 0.6 1.1 -0.251
H 0.00723 -1.66560 -2.69190 -0.2 0.7 0.0 0.287
S 0.76281 3.95332 -3.20589 -0.1 -0.3 -0.4 -0.084
O 0.88078 -2.31282 1.65215 1.0 0.4 0.9 -0.698
O -3.58142 1.81250 -0.87192 0.2 0.9 -0.5 -0.597
H 2.52462 -1.03466 -1.79977 0.5 0.4 0.2 0.366
H 0.34262 -0.18234 -3.14526 -0.8 0.1 0.5 0.334
H -1.41500 -0.19240 1.60754 -0.5 0.2 0.4 0.465
H -1.40325 1.40645 -1.57016 0.4 -2.0 0.0 0.175
H -0.29367 -1.65264 0.71737 -0.3 0.7 -0.7 0.399
H -0.13861 3.80067 -1.09461 -0.4 -0.4 0.1 0.109
H 1.04771 0.93621 2.80123 -0.9 1.0 1.4 0.344
H -4.19852 1.97494 -0.15286 0.2 -0.5 0.0 0.292
H 2.79647 2.73839 -1.86282 -0.1 -0.5 -0.2 0.108
H -3.33754 0.89371 -0.96103 -0.3 -0.5 0.4 0.307
H 0.31519 2.11219 3.52006 -0.1 1.0 -0.4 0.320
O 0.41360 1.17325 3.53566 1.3 -1.9 -0.6 -0.636
H 0.42827 -5.03054 1.28727 -0.1 0.4 -0.1 0.256
H 0.81582 0.46825 1.07611 0.4 0.6 -1.5 0.361
H -1.07299 2.64032 -2.13151 0.9 0.1 -0.4 -0.028
O -1.06405 0.49101 -1.78652 -0.6 1.6 0.7 -0.643
```
Forces are in eV/Å.

Total charge: 0
HOMO level in eV: -9.251
Calculated total energy in hartree: -1830.57203
Max |F| in Eh/bohr: 0.0460
Gap between HOMO and LUMO in hartree: 0.33551